1.
A structure of composition C37H35FN6OPbS3 at a distorted geometry, computed with ωB97M-V/def2-TZVPD.

Cartesian coordinates (Å):
Pb (11.608, 10.988, 10.388)
C (15.343, 11.648, 13.287)
C (15.597, 10.228, 12.817)
C (14.611, 9.243, 13.449)
C (15.679, 10.002, 11.326)
C (16.490, 8.918, 10.920)
C (16.841, 8.769, 9.581)
C (16.290, 9.588, 8.622)
C (15.383, 10.586, 8.984)
C (14.705, 11.284, 7.835)
C (14.018, 10.246, 6.912)
C (15.737, 12.104, 7.035)
C (15.106, 10.882, 10.360)
N (14.127, 11.852, 10.643)
C (14.494, 13.194, 10.533)
C (15.868, 13.642, 10.433)
C (16.187, 14.984, 10.378)
C (15.198, 15.974, 10.506)
C (13.875, 15.593, 10.725)
C (13.559, 14.229, 10.642)
F (12.200, 13.896, 10.632)
H (15.429, 11.648, 14.387)
H (14.371, 12.040, 13.009)
H (16.105, 12.355, 12.909)
H (16.600, 9.899, 13.184)
H (13.587, 9.505, 13.112)
H (14.602, 9.300, 14.549)
H (14.861, 8.208, 13.141)
H (16.867, 8.166, 11.632)
H (17.558, 8.000, 9.301)
H (16.576, 9.464, 7.572)
H (13.957, 11.976, 8.215)
H (14.724, 9.551, 6.491)
H (13.530, 10.798, 6.121)
H (13.234, 9.710, 7.455)
H (16.553, 11.488, 6.634)
H (16.160, 12.931, 7.626)
H (15.270, 12.590, 6.181)
H (16.670, 12.884, 10.364)
H (17.222, 15.270, 10.278)
H (15.463, 17.028, 10.428)
H (13.096, 16.307, 10.829)
N (7.119, 9.682, 8.987)
C (7.951, 10.748, 8.877)
N (9.221, 10.315, 8.983)
C (9.072, 8.947, 9.115)
N (7.788, 8.517, 9.088)
C (10.121, 8.039, 9.365)
C (9.850, 6.683, 9.576)
N (10.810, 5.794, 9.774)
C (12.072, 6.207, 9.736)
C (12.374, 7.548, 9.573)
N (11.415, 8.474, 9.462)
H (6.111, 9.663, 8.986)
H (7.615, 11.771, 8.741)
H (8.820, 6.301, 9.555)
H (12.855, 5.492, 9.954)
H (13.415, 7.904, 9.572)
O (11.149, 10.562, 12.479)
C (9.992, 10.519, 13.250)
C (10.395, 11.000, 14.683)
C (11.646, 11.314, 15.125)
C (11.640, 11.632, 16.530)
C (10.376, 11.627, 17.041)
S (9.144, 11.199, 15.917)
C (9.483, 9.080, 13.410)
C (8.269, 8.605, 13.843)
C (8.258, 7.199, 13.817)
C (9.458, 6.663, 13.483)
S (10.656, 7.833, 13.113)
C (8.937, 11.537, 12.724)
C (9.272, 12.837, 12.379)
C (8.104, 13.628, 12.151)
C (6.972, 12.876, 12.203)
S (7.270, 11.212, 12.502)
H (12.519, 11.313, 14.524)
H (12.533, 11.888, 17.096)
H (10.084, 11.915, 18.039)
H (7.468, 9.210, 14.243)
H (7.380, 6.623, 14.072)
H (9.656, 5.617, 13.364)
H (10.271, 13.247, 12.363)
H (8.125, 14.703, 12.005)
H (5.950, 13.239, 12.113)

Calculated values
E_HOMO (Ha): -0.24127
Energy above the lowest of the compared OMol25 structures with the same formula, charge and spin (eV): 0.097
Charge: 0
F_max (eV/A): 3.298


2.
A structure of composition C37H35N6O3TeV at a distorted geometry, computed with ωB97M-V/def2-TZVPD.

Cartesian coordinates (Å):
V (0.507, -0.837, 1.646)
O (0.343, -1.431, 3.859)
C (0.401, -2.860, 4.120)
C (0.198, -3.592, 2.829)
C (0.021, -4.954, 2.831)
C (-0.135, -5.625, 1.624)
C (-0.095, -4.905, 0.433)
C (0.087, -3.549, 0.486)
N (0.222, -2.886, 1.670)
H (0.593, -0.964, 4.667)
H (-0.359, -3.141, 4.843)
H (1.379, -3.113, 4.529)
H (0.009, -5.493, 3.772)
H (-0.282, -6.698, 1.613)
H (-0.195, -5.395, -0.526)
H (0.170, -2.964, -0.418)
C (0.181, 3.319, -4.018)
C (0.253, 2.275, -2.945)
C (0.752, 0.991, -3.213)
C (0.830, 0.004, -2.246)
C (1.433, -1.380, -2.485)
O (1.775, -2.003, -1.493)
C (1.529, -1.930, -3.842)
C (0.567, -1.676, -4.827)
C (0.692, -2.251, -6.077)
C (1.790, -3.055, -6.364)
C (2.745, -3.318, -5.389)
C (2.607, -2.773, -4.126)
C (0.423, 0.367, -0.965)
O (0.505, -0.495, 0.088)
C (-0.099, 1.622, -0.640)
C (-0.170, 2.567, -1.650)
C (-0.520, 1.940, 0.744)
N (-0.248, 1.161, 1.760)
C (-0.774, 1.481, 3.106)
C (-2.165, 0.897, 3.248)
Te (-2.143, -1.042, 2.352)
C (-3.212, -0.515, 0.624)
C (-2.766, -0.859, -0.647)
C (-3.560, -0.541, -1.741)
C (-4.784, 0.094, -1.554)
C (-5.225, 0.410, -0.274)
C (-4.438, 0.108, 0.829)
C (-1.288, 3.199, 0.931)
C (-2.560, 3.261, 0.353)
C (-3.331, 4.402, 0.518)
C (-2.827, 5.488, 1.225)
C (-1.550, 5.435, 1.773)
C (-0.782, 4.289, 1.637)
H (0.615, 2.973, -4.952)
H (0.701, 4.230, -3.711)
H (-0.859, 3.600, -4.205)
H (1.117, 0.770, -4.207)
H (-0.307, -1.073, -4.603)
H (-0.065, -2.078, -6.831)
H (1.897, -3.483, -7.352)
H (3.592, -3.952, -5.616)
H (3.335, -2.983, -3.352)
H (-0.535, 3.560, -1.423)
H (-0.816, 2.550, 3.275)
H (-0.088, 1.066, 3.838)
H (-2.898, 1.471, 2.686)
H (-2.478, 0.803, 4.284)
H (-1.835, -1.389, -0.796)
H (-3.234, -0.807, -2.740)
H (-5.406, 0.327, -2.410)
H (-6.191, 0.877, -0.128)
H (-4.796, 0.350, 1.824)
H (-2.943, 2.420, -0.220)
H (-4.321, 4.450, 0.080)
H (-3.424, 6.384, 1.335)
H (-1.150, 6.291, 2.302)
H (0.225, 4.264, 2.044)
N (6.206, 0.057, 2.019)
C (5.571, 0.753, 2.942)
N (6.206, 1.521, 3.796)
N (4.217, 0.693, 3.065)
C (3.198, 0.235, 2.596)
N (2.130, -0.173, 2.220)
H (7.213, 0.085, 1.942)
H (5.714, -0.530, 1.367)
H (7.211, 1.627, 3.778)
H (5.696, 2.049, 4.487)

Calculated values
E_HOMO (spin up / spin down) (Ha): -0.64796 / -0.64795
Charge: +4
F_max (eV/A): 2.441